1.
DFT (ωB97M-V/def2-TZVPD) results for a structure of composition C44H49IN5O5Sr.

CARTESIAN COORDINATES (ANGSTROEM)
Sr (0.02006, -0.13733, 0.01024)
C (3.06275, 2.28020, 2.11472)
C (1.66053, 2.81244, 2.41950)
C (1.69754, 4.31355, 2.71067)
C (1.00742, 2.04214, 3.55243)
C (1.58521, 2.03666, 4.81875)
C (1.01836, 1.31912, 5.85881)
C (-0.13880, 0.58792, 5.63635)
C (-0.75880, 0.57397, 4.39237)
C (-2.00624, -0.26982, 4.18105)
C (-3.09410, 0.04020, 5.21137)
C (-1.65268, -1.75978, 4.17522)
C (-0.17826, 1.32067, 3.35173)
N (-0.75367, 1.28447, 2.05771)
C (-1.88864, 1.91879, 1.84993)
C (-2.70850, 1.70239, 0.68299)
N (-2.33584, 0.91350, -0.32268)
C (-3.33817, 0.47054, -1.21681)
C (-4.15086, -0.61033, -0.81944)
C (-5.15330, -1.05227, -1.67825)
C (-5.33982, -0.46682, -2.91872)
C (-4.49352, 0.55623, -3.32120)
C (-3.48007, 1.03813, -2.49585)
C (-2.57085, 2.13087, -3.04102)
C (-2.50192, 3.41274, -2.20807)
C (-1.16296, 1.60346, -3.32554)
C (-3.94194, -1.30900, 0.51602)
C (-3.71449, -2.81102, 0.33673)
C (-5.09461, -1.04836, 1.48664)
C (-3.97483, 2.44753, 0.88580)
C (-5.14396, 2.59917, 0.18397)
C (-6.16428, 3.43088, 0.72236)
C (-6.03005, 4.09169, 1.91499)
C (-4.83224, 3.94990, 2.66603)
C (-4.52943, 4.55807, 3.91415)
C (-3.32308, 4.31506, 4.51710)
C (-2.34229, 3.45578, 3.94866)
C (-2.61495, 2.85489, 2.74781)
C (-3.85402, 3.12605, 2.12491)
H (3.45510, 2.72915, 1.19959)
H (3.06014, 1.19648, 1.97587)
H (3.75473, 2.50055, 2.93379)
H (1.05167, 2.67040, 1.52617)
H (2.29253, 4.52749, 3.60410)
H (0.69192, 4.70909, 2.87522)
H (2.14497, 4.85665, 1.87389)
H (2.50060, 2.59516, 4.98603)
H (1.48598, 1.31193, 6.83583)
H (-0.56415, 0.00354, 6.44511)
H (-2.41580, -0.02749, 3.20082)
H (-2.77071, -0.21314, 6.22538)
H (-3.99283, -0.54649, 5.00016)
H (-3.36698, 1.09867, 5.19731)
H (-1.22394, -2.07441, 5.13095)
H (-0.91743, -2.00108, 3.40430)
H (-2.54919, -2.36362, 3.99528)
H (-5.79578, -1.87045, -1.36649)
H (-6.12845, -0.81443, -3.57669)
H (-4.62004, 1.00301, -4.30244)
H (-3.00982, 2.40720, -4.00381)
H (-1.91431, 3.27324, -1.29939)
H (-3.49279, 3.76376, -1.91783)
H (-2.02239, 4.19959, -2.79647)
H (-0.63499, 1.37448, -2.39742)
H (-0.56758, 2.35877, -3.84622)
H (-1.18530, 0.69862, -3.93770)
H (-3.03916, -0.89726, 0.96593)
H (-4.60500, -3.30944, -0.05780)
H (-3.47353, -3.27071, 1.30006)
H (-2.88688, -3.00777, -0.34986)
H (-6.03379, -1.45229, 1.09461)
H (-5.23634, 0.02015, 1.66231)
H (-4.89683, -1.53090, 2.44862)
H (-5.31554, 2.10300, -0.76244)
H (-7.08291, 3.53927, 0.15732)
H (-6.83282, 4.71756, 2.28852)
H (-5.25378, 5.21268, 4.38660)
H (-3.10115, 4.78538, 5.46794)
H (-1.41339, 3.28775, 4.47894)
C (-0.25014, -3.16600, -3.10335)
C (0.76754, -2.08021, -3.17325)
N (0.88952, -1.10586, -2.29662)
C (1.95901, -0.33363, -2.70914)
C (2.47579, -0.86100, -3.86052)
N (1.69944, -1.95908, -4.13846)
C (3.58823, -0.56184, -4.79939)
O (4.39837, 0.41702, -4.48002)
O (3.72243, -1.25707, -5.78722)
C (2.40012, 0.90999, -1.97598)
O (3.44822, 1.45360, -2.37780)
O (1.66759, 1.28068, -1.02023)
H (-0.78845, -3.08009, -2.16247)
H (0.21735, -4.15078, -3.13161)
H (-0.96559, -3.09608, -3.92453)
H (1.86434, -2.54367, -4.94312)
H (4.12182, 0.82715, -3.58629)
N (-0.11056, -4.60817, 0.60558)
C (0.57368, -3.44321, 0.87224)
O (-0.06198, -2.35039, 0.77961)
C (1.93560, -3.52698, 1.22922)
I (1.59856, -4.47329, 3.85656)
H (-1.11010, -4.49879, 0.69402)
H (0.24834, -5.41565, 1.09514)
H (2.47213, -2.60987, 1.42068)
H (2.49778, -4.42497, 1.02584)

The value obtained for the HOMO energy (spin up / spin down) is -4.017 / -4.525 eV. The calculation puts the largest force on an atom at 0.0102 Eh/bohr. The value obtained for the molecular weight is 942.4 g mol⁻¹. The energy above the lowest of the compared OMol25 structures with the same formula, charge and spin is 0.000 eV. As for the charge: -1. The calculation puts the HOMO-LUMO gap (spin up / spin down) at 5.58 / 6.44 eV. Its electronic energy is -2684.8241 hartree.

These are the Mulliken partial charges, in e, on atoms 1 to 6: number 1, Sr, carries 2.118; number 2, C, carries -1.572; number 3, C, carries 1.058; number 4, C, carries -1.679; number 5, C, carries 1.302; number 6, C, carries -0.233

---

2.
DFT (ωB97M-V/def2-TZVPD) results for the molecule C16H20N4OS2 in a non-equilibrium geometry.

CARTESIAN COORDINATES (ANGSTROEM)
C (4.88640, -1.89178, 1.28918)
C (5.36820, -0.56294, 0.71137)
C (5.73127, -0.72158, -0.76336)
C (4.34624, 0.56268, 0.93225)
C (3.00778, 0.31788, 0.25754)
S (1.89405, 1.73149, 0.57952)
C (0.52728, 1.15961, -0.31281)
N (0.45656, 0.04459, -0.99415)
N (-0.76908, -0.01362, -1.53172)
C (-1.42948, 1.05500, -1.18255)
C (-2.83794, 1.34321, -1.56552)
N (-3.77019, 0.90879, -0.54020)
C (-4.38552, 1.82101, 0.25952)
O (-4.19983, 3.01301, 0.24283)
S (-5.51506, 0.98513, 1.35679)
C (-5.05663, -0.57012, 0.68934)
C (-5.52136, -1.82053, 1.05183)
C (-5.00417, -2.92530, 0.39780)
C (-4.03668, -2.77856, -0.58761)
C (-3.56944, -1.52876, -0.95545)
C (-4.09492, -0.41737, -0.31385)
N (-0.64857, 1.85089, -0.38748)
C (-0.92582, 3.12719, 0.20910)
H (5.68613, -2.62771, 1.24949)
H (4.04429, -2.27941, 0.72145)
H (4.58291, -1.77351, 2.32700)
H (6.27425, -0.26621, 1.25322)
H (6.55571, -1.42258, -0.87121)
H (6.03590, 0.23148, -1.18996)
H (4.88780, -1.10462, -1.33216)
H (4.18249, 0.68574, 2.00597)
H (4.76535, 1.49894, 0.55472)
H (2.50283, -0.56485, 0.64406)
H (3.09506, 0.23927, -0.82396)
H (-3.06212, 0.81202, -2.49380)
H (-2.98924, 2.41719, -1.70612)
H (-6.26460, -1.92081, 1.82606)
H (-5.35284, -3.91076, 0.66493)
H (-3.63522, -3.65297, -1.07557)
H (-2.79403, -1.41910, -1.69634)
H (-0.49561, 3.15157, 1.21083)
H (-0.47146, 3.92515, -0.38252)
H (-2.00067, 3.29125, 0.27158)

The value obtained for the HOMO energy is -8.473 eV. The calculation puts the largest force on an atom at 0.0242 Eh/bohr. The value obtained for the molecular weight is 348.5 g mol⁻¹. The energy above the lowest of the compared OMol25 structures with the same formula, charge and spin is 0.000 eV. As for the charge: 0. The calculation puts the HOMO-LUMO gap at 9.14 eV. The structure (SMILES) is CC(C)CCSc1nnc(Cn2c(=O)sc3ccccc32)n1C. Its electronic energy is -1712.3747 hartree.

These are the natural (NBO) partial charges, in e, on atoms 1 to 6: number 1, C, carries -0.610; number 2, C, carries -0.204; number 3, C, carries -0.610; number 4, C, carries -0.412; number 5, C, carries -0.500; number 6, S, carries 0.249